(1)
{"formula": "C21H42BI2N2O10PS", "method": "ωB97M-V/def2-TZVPD", "symbols": ["C", "C", "O", "C", "O", "C", "C", "C", "C", "B", "C", "O", "O", "C", "O", "C", "C", "N", "C", "C", "I", "C", "C", "I", "C", "C", "C", "O", "C", "N", "P", "O", "O", "O", "H", "H", "H", "H", "H", "H", "H", "H", "H", "H", "H", "H", "H", "H", "H", "H", "H", "H", "H", "H", "H", "H", "H", "H", "H", "H", "H", "H", "H", "H", "H", "H", "H", "H", "H", "H", "C", "S", "O", "C", "H", "H", "H", "H", "H", "H"], "coordinates": [[0.3815, 1.3428, 4.6239], [-0.6405, 2.2493, 5.2840], [-1.9803, 1.8106, 5.0594], [-2.6158, 2.3558, 3.9730], [-2.9558, 3.5018, 3.9478], [-2.8187, 1.3634, 2.8661], [-3.6799, 1.8887, 1.7191], [-3.5505, 1.1418, 0.3820], [-2.2254, 1.2496, -0.3974], [-1.4978, 2.6589, 0.0343], [-0.3034, 2.9211, 1.0231], [-2.1311, 3.7637, -0.4852], [-2.6452, 1.5665, -1.7943], [-1.5567, 1.5221, -2.5389], [-1.4243, 2.2460, -3.4877], [-0.5381, 0.4567, -1.9867], [0.8228, 1.1119, -1.6832], [0.8360, 2.5746, -1.8610], [2.0674, 3.1469, -1.2916], [-0.3575, -0.5273, -3.1959], [1.0326, -2.1083, -2.7768], [0.0760, 0.2425, -4.5053], [-0.9485, 0.0252, -5.6274], [2.0347, -0.2773, -5.2907], [-1.3789, -0.0170, -0.7155], [-0.6108, -0.3891, 0.5850], [0.1813, -1.7015, 0.7142], [-0.1469, -2.3120, 1.9839], [1.6833, -1.4771, 0.7381], [2.0760, -0.6165, 1.8588], [-2.6110, -1.3929, -1.0083], [-3.8589, -0.9554, -1.6349], [-2.9020, -2.0310, 0.4556], [-1.9482, -2.6032, -1.8270], [0.0229, 0.3153, 4.5996], [0.6370, 1.6347, 3.6082], [1.3105, 1.3425, 5.1904], [-0.4876, 2.2133, 6.3593], [-0.5012, 3.2901, 4.9932], [-1.8075, 1.1068, 2.5573], [-3.2452, 0.4490, 3.2743], [-4.6977, 1.6761, 2.0488], [-3.6431, 2.9717, 1.6307], [-4.2814, 1.5739, -0.2944], [-3.8984, 0.1290, 0.5583], [-0.6916, 2.8981, 2.0416], [0.5594, 2.2696, 0.9435], [0.0426, 3.9431, 0.8777], [-1.5894, 4.1769, -1.1709], [1.5844, 0.6727, -2.3319], [1.1653, 0.9169, -0.6745], [0.8803, 2.7808, -2.8505], [2.8737, 2.4132, -1.2240], [2.3961, 3.9911, -1.8892], [1.8917, 3.5239, -0.2874], [-1.3084, -0.9750, -3.4497], [0.1902, 1.2911, -4.3110], [-1.5967, -0.8197, -5.4111], [-0.4565, -0.1958, -6.5674], [-1.5375, 0.9246, -5.7818], [-1.3292, -0.4102, 1.3937], [0.0782, 0.4084, 0.8340], [-0.0145, -2.4247, -0.0715], [-0.7300, -3.0565, 1.8201], [1.9852, -1.0223, -0.2023], [2.1471, -2.4649, 0.7689], [2.9594, -0.9426, 2.2284], [1.4177, -0.7349, 2.6214], [-2.8338, -2.9931, 0.4360], [-2.4572, -3.4202, -1.7327], [5.7727, -4.2343, -1.0553], [4.3795, -5.3590, -1.1958], [3.1635, -4.5169, -1.3434], [4.4139, -5.9220, 0.5095], [5.8924, -3.7372, -2.0153], [5.5669, -3.4971, -0.2793], [6.6735, -4.8010, -0.8201], [4.3030, -5.0673, 1.1768], [5.3528, -6.4412, 0.7007], [3.5815, -6.6086, 0.6466]], "mulliken_charge": [-0.843, -0.346, -0.396, 0.159, -0.569, 1.131, -1.323, -1.054, -0.534, 0.290, -0.486, -0.761, -0.309, -0.284, -0.627, 1.596, -1.715, 0.125, -0.950, -1.577, 0.326, 0.080, -1.078, 0.070, 2.006, -0.071, -1.291, -0.551, -0.729, -0.495, 1.136, -0.866, -0.607, -0.529, 0.232, 0.057, 0.518, 0.367, 0.293, -0.852, 0.566, 0.640, 0.431, 0.361, 0.299, 0.040, 0.050, 0.469, 0.371, 0.186, 0.465, 0.407, 0.305, 0.384, 0.240, 0.942, 0.363, 0.310, 0.394, 0.286, 0.694, -0.383, 0.719, 0.402, 0.044, 0.274, 0.352, 0.138, 0.319, 0.382, -0.921, 0.414, -0.493, -0.951, 0.320, 0.260, 0.387, 0.271, 0.395, 0.322], "e_tot_ha": -3047.12537, "total_charge": 0}

***

(2)
{"formula": "C21H42Br10O5", "method": "ωB97M-V/def2-TZVPD", "symbols": ["C", "C", "O", "C", "C", "O", "H", "H", "H", "H", "H", "H", "H", "H", "C", "C", "O", "C", "C", "O", "H", "H", "H", "H", "H", "H", "H", "H", "C", "C", "C", "O", "H", "H", "H", "H", "H", "H", "Br", "C", "C", "Br", "H", "H", "H", "H", "Br", "C", "C", "Br", "H", "H", "H", "H", "Br", "C", "C", "Br", "H", "H", "H", "H", "Br", "C", "C", "Br", "H", "H", "H", "H", "Br", "C", "C", "Br", "H", "H", "H", "H"], "coordinates": [[5.0654, 3.5129, -3.3260], [4.0672, 4.4518, -2.6599], [3.7844, 3.9207, -1.3475], [2.7021, 3.1768, -1.1413], [2.2419, 3.0372, 0.3317], [2.0152, 2.6089, -2.0135], [6.0077, 3.4517, -2.7816], [5.3834, 3.9037, -4.2926], [4.7112, 2.4903, -3.4561], [4.4237, 5.4627, -2.4622], [3.2139, 4.6433, -3.3105], [3.0334, 3.3470, 1.0141], [1.9593, 2.0489, 0.6945], [1.3404, 3.6417, 0.4318], [4.5655, -3.5947, -6.8748], [3.0756, -3.5401, -7.2405], [2.9685, -4.3939, -8.3399], [1.8461, -4.5914, -9.0752], [1.9340, -5.7678, -9.9320], [0.7817, -4.0655, -8.9760], [5.3492, -3.6062, -7.6323], [4.6147, -4.5251, -6.3090], [4.8153, -2.7897, -6.1838], [2.4325, -3.8692, -6.4242], [2.8650, -2.4975, -7.4786], [1.3322, -6.5960, -9.5579], [2.9675, -6.1142, -9.9392], [1.4520, -5.5542, -10.8860], [2.6618, -4.1363, -3.3603], [3.2892, -5.4914, -3.5759], [4.1399, -6.0187, -2.4409], [3.0870, -6.1831, -4.5348], [2.1272, -4.0702, -2.4127], [1.9143, -3.9930, -4.1405], [3.4560, -3.3908, -3.3208], [3.5293, -6.3791, -1.6129], [4.7643, -5.1912, -2.1041], [4.6558, -6.8584, -2.9066], [2.8657, 0.3384, -9.2943], [4.6322, 0.6231, -10.1154], [5.5290, -0.5792, -9.7497], [4.9982, -2.2450, -10.7688], [5.0696, 1.5421, -9.7253], [4.3511, 0.5798, -11.1677], [5.5177, -0.9854, -8.7383], [6.5946, -0.4326, -9.9266], [-0.6365, -1.8796, -6.9153], [-0.8427, -0.4758, -8.3869], [-2.1552, 0.1982, -8.1222], [-3.7406, -0.9902, -8.4914], [-0.8707, -0.9226, -9.3807], [0.0234, 0.1861, -8.3856], [-2.2734, 1.0316, -8.8147], [-2.2282, 0.6340, -7.1258], [-1.2588, 3.2456, -1.5635], [-0.8721, 3.9927, -3.4017], [-0.3530, 5.4070, -3.2374], [-0.0501, 6.2040, -5.0051], [-1.7010, 3.9146, -4.1053], [-0.1238, 3.3362, -3.8456], [0.5088, 5.5752, -2.5916], [-1.0674, 6.0709, -2.7507], [3.8183, -0.8370, -4.3815], [2.7026, 0.0784, -5.7360], [2.3866, 1.5315, -5.2926], [1.2904, 2.2722, -6.7184], [1.8565, -0.6000, -5.8462], [3.3112, 0.1776, -6.6348], [3.2094, 2.2198, -5.0990], [1.6485, 1.5125, -4.4908], [1.0369, -1.9056, -0.4546], [0.9947, -0.8974, -2.1620], [-0.4436, -0.5286, -2.4619], [-0.7056, 0.3409, -4.2067], [1.4973, -1.5059, -2.9138], [1.6751, -0.0587, -2.0144], [-0.8388, 0.1367, -1.6942], [-1.0863, -1.4086, -2.4888]], "mulliken_charge": [-1.078, -0.004, -0.364, 0.645, -0.995, -0.346, 0.363, 0.400, 0.140, 0.329, 0.116, 0.323, 0.295, 0.235, -1.314, 0.922, -0.345, 0.634, -1.064, -0.507, 0.352, 0.314, 0.223, 0.020, -0.085, 0.277, 0.312, 0.321, -0.590, 0.593, -1.176, -0.547, 0.382, 0.213, 0.127, 0.300, 0.331, 0.340, -0.023, -0.620, -0.527, -0.138, 0.361, 0.380, 0.182, 0.415, -0.077, -0.101, -0.662, -0.168, 0.433, -0.204, 0.457, 0.265, -0.201, 0.000, -0.636, -0.174, 0.527, -0.266, 0.305, 0.439, -0.233, 0.139, 0.272, -0.149, -0.143, 0.204, 0.228, -0.418, -0.191, 0.315, -0.571, -0.115, -0.154, -0.039, 0.323, 0.476], "relative_energy_ev": 1.082, "smiles": "CCOC(C)=O.CCOC(C)=O.CC(C)=O.BrCCBr.BrCCBr.BrCCBr.BrCCBr.BrCCBr", "total_charge": 0}

***

(3)
{"formula": "C21H42Br12FN2O3S", "method": "ωB97M-V/def2-TZVPD", "symbols": ["C", "C", "C", "C", "C", "N", "S", "O", "O", "F", "C", "C", "C", "C", "N", "O", "H", "H", "H", "H", "H", "H", "H", "H", "H", "H", "H", "H", "H", "H", "H", "H", "H", "H", "Br", "C", "C", "Br", "H", "H", "H", "H", "Br", "C", "C", "Br", "H", "H", "H", "H", "Br", "C", "C", "Br", "H", "H", "H", "H", "Br", "C", "C", "Br", "H", "H", "H", "H", "Br", "C", "C", "Br", "H", "H", "H", "H", "Br", "C", "C", "Br", "H", "H", "H", "H"], "coordinates": [[2.5772, 2.1790, 0.8228], [2.2141, 2.1466, -0.7138], [3.3662, 1.2995, -1.3969], [2.3788, 3.5846, -1.2913], [1.1448, 4.5405, -1.1302], [1.3396, 5.6256, -2.1252], [1.0321, 5.4010, 0.4952], [2.2778, 6.1300, 0.8151], [-0.1004, 6.3649, 0.4327], [0.7187, 4.3946, 1.7299], [-0.1335, 3.7421, -1.5417], [-0.2555, 2.2908, -0.9869], [-0.9605, 2.2760, 0.4362], [-1.3041, 1.5786, -1.9350], [0.9613, 1.4687, -1.0580], [0.8146, 0.3427, -0.4604], [3.4936, 1.5811, 1.0032], [2.8493, 3.2226, 1.0936], [1.7787, 1.8342, 1.4996], [3.4604, 0.3109, -0.9108], [4.3089, 1.8577, -1.2213], [3.1525, 1.2056, -2.4839], [3.3013, 4.0790, -0.9188], [2.5270, 3.4846, -2.3901], [1.3471, 6.5288, -1.6544], [0.5774, 5.6169, -2.7945], [-0.0992, 3.6559, -2.6559], [-1.0860, 4.3185, -1.3245], [-1.2818, 3.2808, 0.7600], [-1.8853, 1.6595, 0.3932], [-0.3334, 1.8240, 1.2253], [-1.4924, 0.5409, -1.5918], [-2.2478, 2.1626, -1.9026], [-0.9563, 1.5957, -2.9915], [3.1528, -1.6563, 1.2318], [1.9944, -2.9604, 2.0960], [0.6938, -3.1258, 1.3530], [-0.5219, -1.6387, 1.6876], [1.8603, -2.6317, 3.1233], [2.5592, -3.8894, 2.0865], [0.1651, -4.0085, 1.7092], [0.8209, -3.1927, 0.2753], [-5.7849, 2.0648, 1.0551], [-5.2367, 0.4639, 2.0215], [-4.7544, 0.7971, 3.4095], [-2.9630, 1.5579, 3.3678], [-4.4809, -0.0280, 1.4147], [-6.1271, -0.1617, 2.0653], [-4.6675, -0.1067, 4.0108], [-5.3906, 1.5114, 3.9249], [4.9400, -5.3498, 2.7083], [4.1166, -6.5288, 4.0247], [3.1334, -7.4748, 3.3844], [1.4586, -6.5787, 2.9518], [3.6667, -5.8923, 4.7818], [4.9445, -7.0821, 4.4653], [2.8583, -8.2678, 4.0782], [3.5027, -7.9163, 2.4627], [0.7196, -10.9614, 1.9800], [-0.8894, -9.8982, 1.7016], [-1.1535, -9.6715, 0.2352], [0.0393, -8.3155, -0.4917], [-0.7568, -8.9741, 2.2586], [-1.6948, -10.4777, 2.1506], [-2.1582, -9.2796, 0.0844], [-1.0225, -10.5660, -0.3676], [-4.4423, 7.5221, -2.7773], [-4.5349, 7.3288, -0.8404], [-3.2289, 6.8347, -0.2747], [-2.9938, 4.9267, -0.5914], [-5.3703, 6.6672, -0.6281], [-4.7604, 8.3258, -0.4651], [-3.2129, 6.9456, 0.8081], [-2.3614, 7.3330, -0.6980], [1.2725, -1.5764, -3.0990], [0.1284, -1.4264, -4.6668], [0.8340, -0.7146, -5.7924], [0.9060, 1.2095, -5.4870], [-0.7822, -0.9256, -4.3476], [-0.1052, -2.4516, -4.9505], [0.2845, -0.8338, -6.7251], [1.8579, -1.0500, -5.9326]], "mulliken_spin": [0.025, 0.012, 0.026, 0.001, -0.013, 0.000, 0.000, 0.000, 0.000, 0.000, 0.001, -0.022, 0.029, 0.033, 0.355, 0.558, -0.003, 0.002, 0.000, -0.002, -0.001, -0.004, -0.001, -0.003, 0.000, 0.000, 0.000, 0.001, 0.003, -0.005, 0.002, 0.001, -0.001, -0.008, 0.002, -0.001, 0.001, 0.003, 0.000, 0.000, 0.000, 0.000, 0.000, 0.000, 0.000, 0.000, 0.000, 0.000, 0.000, 0.000, 0.000, 0.000, 0.000, 0.000, 0.000, 0.000, 0.000, 0.000, 0.000, 0.000, 0.000, 0.000, 0.000, 0.000, 0.000, 0.000, 0.000, 0.000, 0.000, 0.000, 0.000, 0.000, 0.000, 0.000, 0.003, 0.000, -0.001, 0.002, 0.001, 0.000, 0.000, 0.000], "relative_energy_ev": 0.000, "multiplicity": 2, "total_charge": 0}

***

no.,maximum force (eV/A)
1,1.65
2,3.64
3,5.66